[1]
A structure of composition C8H33MnN14O12 in a non-equilibrium geometry, computed with ωB97M-V with the def2-TZVPD basis set.

The geometry in XYZ format:
```
68
Properties=species:S:1:pos:R:3:mulliken_spin:R:1
Mn 19.099 2.304 6.622 4.8685
O 16.498 -1.003 6.039 -0.0069
C 16.593 0.174 6.519 -0.0013
O 17.634 0.843 6.355 0.0448
O 15.640 0.765 7.117 0.0313
H 17.354 -1.038 5.607 0.0014
O 18.130 2.677 8.606 0.0221
H 18.367 3.298 9.296 0.0018
H 17.421 2.158 8.984 -0.0005
O 15.234 2.351 10.037 0.0002
H 14.852 1.537 10.366 0.0000
H 14.838 2.470 9.174 -0.0002
C 12.197 1.265 8.065 0.0002
O 11.062 1.606 8.247 0.0000
N 13.144 2.023 7.716 0.0000
N 12.642 0.063 7.982 -0.0003
H 13.980 1.533 7.431 -0.0011
H 12.967 3.007 7.575 -0.0001
H 12.075 -0.729 8.249 0.0000
H 13.650 0.060 8.043 0.0000
C 13.134 -3.605 6.264 0.0000
O 11.991 -3.125 6.383 0.0000
N 13.300 -4.813 6.666 0.0000
N 14.228 -3.027 5.952 0.0003
H 14.245 -5.119 6.850 0.0000
H 12.562 -5.477 6.852 0.0000
H 15.059 -3.584 5.817 -0.0001
H 14.282 -2.025 5.832 0.0001
C 17.247 -4.312 5.540 -0.0003
O 17.710 -3.614 4.688 0.0000
N 17.548 -4.229 6.763 0.0001
N 16.401 -5.279 5.391 0.0000
H 16.887 -4.754 7.319 0.0000
H 18.068 -3.412 7.048 -0.0001
H 16.508 -5.774 4.518 0.0000
H 16.192 -5.865 6.186 0.0000
C 21.324 -0.085 6.927 -0.0002
O 20.399 0.665 7.074 0.0332
N 21.263 -1.396 7.113 0.0031
N 22.497 0.278 6.556 0.0035
H 22.115 -1.932 7.024 -0.0005
H 20.412 -1.809 7.466 0.0002
H 22.801 1.240 6.616 -0.0002
H 23.165 -0.479 6.543 0.0002
C 16.846 -2.197 10.487 0.0000
O 17.437 -3.253 10.699 0.0000
N 15.866 -1.749 11.159 0.0000
N 17.055 -1.359 9.587 -0.0003
H 15.399 -0.919 10.823 0.0000
H 15.464 -2.294 11.908 0.0000
H 16.299 -0.889 9.110 0.0002
H 17.973 -1.275 9.176 0.0001
C 13.686 4.345 5.156 0.0000
O 13.261 4.528 6.256 0.0000
N 14.689 3.611 4.914 0.0000
N 13.480 4.967 4.132 0.0000
H 14.977 3.436 3.962 0.0000
H 15.098 3.146 5.712 0.0011
H 14.043 4.814 3.307 0.0000
H 12.557 5.367 4.052 0.0000
C 13.454 0.344 3.155 0.0000
O 14.441 0.170 2.489 0.0000
N 12.219 0.026 3.013 0.0000
N 13.601 0.698 4.377 -0.0001
H 12.016 -0.151 2.040 0.0000
H 11.535 0.517 3.571 0.0000
H 14.442 1.253 4.440 -0.0005
H 12.799 0.981 4.922 0.0000
```

Calculated values
- Gap between HOMO and LUMO (alpha / beta): 4.697 / 4.709 eV
- E_HOMO (alpha / beta): -10.7 / -10.7 eV
- Multiplicity: 6
- E: -85577.66050 eV
- LUMO energy (alpha / beta): -5.99 / -5.98 eV
- Net charge: +1

[2]
A cluster of 9 separate species, C8H36N2O9 in total in a non-equilibrium geometry, computed with ωB97M-V with the def2-TZVPD basis set.

The geometry in XYZ format:
```
55
Properties=species:S:1:pos:R:3:lowdin_charge:R:1
C 2.345 -0.710 0.761 -0.0389
C 2.396 0.189 -0.475 -0.4709
C 2.040 1.652 -0.278 -0.2065
O 1.667 2.403 -1.411 -0.1759
C 0.652 3.326 -1.127 -0.1176
N 3.776 0.188 -0.863 0.0482
H 3.058 -0.428 1.536 0.0921
H 2.570 -1.694 0.349 0.0821
H 1.397 -0.617 1.290 0.0358
H 1.738 -0.195 -1.255 0.1161
H 2.818 2.208 0.246 0.1395
H 1.155 1.475 0.333 0.0999
H 0.520 4.142 -1.838 0.0962
H 0.856 3.847 -0.192 0.0854
H -0.233 2.708 -0.971 0.0793
H 3.882 -0.816 -0.834 0.0583
H 3.659 0.457 -1.829 0.0821
C -1.127 -1.349 2.521 -0.0624
C -1.124 -0.121 3.381 -0.4268
C -0.357 1.145 3.015 -0.1970
O -0.433 2.110 4.075 -0.1872
C 0.239 3.319 3.827 -0.1062
N -2.501 0.363 3.489 0.0342
H -0.155 -1.619 2.109 0.0594
H -1.836 -1.164 1.714 0.0587
H -1.530 -2.290 2.898 0.0863
H -0.746 -0.449 4.349 0.1325
H -0.896 1.566 2.167 0.1259
H 0.645 0.814 2.742 0.1061
H 0.665 3.806 4.705 0.0853
H -0.477 3.996 3.363 0.0873
H 1.080 3.103 3.168 0.0770
H -3.197 -0.276 3.844 0.0748
H -2.600 1.128 4.140 0.0656
O -1.006 -0.581 -4.347 -0.0446
H -0.977 0.355 -4.547 0.0184
H -1.913 -0.742 -4.087 0.0552
O -0.959 -4.304 0.009 -0.0397
H -1.031 -3.498 0.521 0.0020
H -1.700 -4.271 -0.595 0.0333
O -3.508 -1.202 -0.254 -0.0639
H -2.593 -1.415 -0.442 -0.0394
H -4.000 -1.609 -0.967 0.0255
O -0.224 -3.120 -3.977 -0.0605
H -0.285 -2.167 -3.913 -0.0130
H -0.563 -3.324 -4.849 0.0545
O -0.827 -1.168 -1.036 -0.0370
H -0.050 -1.712 -1.161 0.0140
H -0.735 -0.467 -1.682 0.0358
O 1.599 -2.767 -2.209 -0.0558
H 1.029 -3.353 -2.707 -0.0007
H 2.484 -2.994 -2.492 0.0459
O -1.410 2.058 -3.764 -0.0273
H -2.327 1.930 -3.522 0.0587
H -0.949 2.134 -2.928 0.0194
```

Calculated values
- Structure (SMILES): COC[C@H](C)N.COC[C@H](C)N.O.O.O.O.O.O.O
- Gap between HOMO and LUMO: 8.949 eV
- E_HOMO: -8.9 eV
- E: -30285.66500 eV
- LUMO energy: 0.01 eV

Question: Among the records above, which one has the highest E?
Answer: C8H36N2O9

Question: What is the E in the second record?
Answer: -30285.66500 eV

Question: Among the records above, which one has the lowest E?
Answer: C8H33MnN14O12

What did the first record say?
A structure of composition C8H33MnN14O12 in a non-equilibrium geometry, computed with ωB97M-V with the def2-TZVPD basis set.

The geometry in XYZ format:
```
68
Properties=species:S:1:pos:R:3:mulliken_spin:R:1
Mn 19.099 2.304 6.622 4.8685
O 16.498 -1.003 6.039 -0.0069
C 16.593 0.174 6.519 -0.0013
O 17.634 0.843 6.355 0.0448
O 15.640 0.765 7.117 0.0313
H 17.354 -1.038 5.607 0.0014
O 18.130 2.677 8.606 0.0221
H 18.367 3.298 9.296 0.0018
H 17.421 2.158 8.984 -0.0005
O 15.234 2.351 10.037 0.0002
H 14.852 1.537 10.366 0.0000
H 14.838 2.470 9.174 -0.0002
C 12.197 1.265 8.065 0.0002
O 11.062 1.606 8.247 0.0000
N 13.144 2.023 7.716 0.0000
N 12.642 0.063 7.982 -0.0003
H 13.980 1.533 7.431 -0.0011
H 12.967 3.007 7.575 -0.0001
H 12.075 -0.729 8.249 0.0000
H 13.650 0.060 8.043 0.0000
C 13.134 -3.605 6.264 0.0000
O 11.991 -3.125 6.383 0.0000
N 13.300 -4.813 6.666 0.0000
N 14.228 -3.027 5.952 0.0003
H 14.245 -5.119 6.850 0.0000
H 12.562 -5.477 6.852 0.0000
H 15.059 -3.584 5.817 -0.0001
H 14.282 -2.025 5.832 0.0001
C 17.247 -4.312 5.540 -0.0003
O 17.710 -3.614 4.688 0.0000
N 17.548 -4.229 6.763 0.0001
N 16.401 -5.279 5.391 0.0000
H 16.887 -4.754 7.319 0.0000
H 18.068 -3.412 7.048 -0.0001
H 16.508 -5.774 4.518 0.0000
H 16.192 -5.865 6.186 0.0000
C 21.324 -0.085 6.927 -0.0002
O 20.399 0.665 7.074 0.0332
N 21.263 -1.396 7.113 0.0031
N 22.497 0.278 6.556 0.0035
H 22.115 -1.932 7.024 -0.0005
H 20.412 -1.809 7.466 0.0002
H 22.801 1.240 6.616 -0.0002
H 23.165 -0.479 6.543 0.0002
C 16.846 -2.197 10.487 0.0000
O 17.437 -3.253 10.699 0.0000
N 15.866 -1.749 11.159 0.0000
N 17.055 -1.359 9.587 -0.0003
H 15.399 -0.919 10.823 0.0000
H 15.464 -2.294 11.908 0.0000
H 16.299 -0.889 9.110 0.0002
H 17.973 -1.275 9.176 0.0001
C 13.686 4.345 5.156 0.0000
O 13.261 4.528 6.256 0.0000
N 14.689 3.611 4.914 0.0000
N 13.480 4.967 4.132 0.0000
H 14.977 3.436 3.962 0.0000
H 15.098 3.146 5.712 0.0011
H 14.043 4.814 3.307 0.0000
H 12.557 5.367 4.052 0.0000
C 13.454 0.344 3.155 0.0000
O 14.441 0.170 2.489 0.0000
N 12.219 0.026 3.013 0.0000
N 13.601 0.698 4.377 -0.0001
H 12.016 -0.151 2.040 0.0000
H 11.535 0.517 3.571 0.0000
H 14.442 1.253 4.440 -0.0005
H 12.799 0.981 4.922 0.0000
```

Calculated values
- Gap between HOMO and LUMO (alpha / beta): 4.697 / 4.709 eV
- E_HOMO (alpha / beta): -10.7 / -10.7 eV
- Multiplicity: 6
- E: -85577.66050 eV
- LUMO energy (alpha / beta): -5.99 / -5.98 eV
- Net charge: +1